[1]
{"formula": "C53H71N7O6", "method": "wB97M-V/def2-TZVPD", "species": ["O", "O", "O", "O", "O", "O", "N", "N", "N", "N", "N", "N", "N", "C", "C", "C", "C", "C", "C", "C", "C", "C", "C", "C", "C", "C", "C", "C", "C", "C", "C", "C", "C", "C", "C", "C", "C", "C", "C", "C", "C", "C", "C", "C", "C", "C", "C", "C", "C", "C", "C", "C", "C", "C", "C", "C", "C", "C", "C", "C", "C", "C", "C", "C", "C", "C", "H", "H", "H", "H", "H", "H", "H", "H", "H", "H", "H", "H", "H", "H", "H", "H", "H", "H", "H", "H", "H", "H", "H", "H", "H", "H", "H", "H", "H", "H", "H", "H", "H", "H", "H", "H", "H", "H", "H", "H", "H", "H", "H", "H", "H", "H", "H", "H", "H", "H", "H", "H", "H", "H", "H", "H", "H", "H", "H", "H", "H", "H", "H", "H", "H", "H", "H", "H", "H", "H", "H"], "xyz": [[-2.871, -6.556, 0.286], [-6.366, -5.531, 4.825], [4.213, -2.062, -5.644], [5.243, 7.283, -1.586], [0.393, -1.226, 7.919], [-3.632, 1.266, -3.385], [4.981, 3.165, 3.476], [8.653, 2.676, -2.003], [-0.054, 0.621, 0.960], [-0.378, 7.278, 2.579], [-2.512, -6.313, -7.562], [-0.146, -0.068, -7.588], [-4.918, 2.560, 5.891], [1.135, 0.215, -1.089], [-2.933, 2.205, -2.966], [3.893, -4.164, -6.583], [-2.691, -5.560, -4.848], [-0.117, 7.921, 3.766], [-3.801, -6.091, -5.537], [4.242, -3.235, -5.424], [0.908, -0.466, 5.775], [0.921, 0.951, 0.100], [0.742, 5.958, 4.744], [5.287, 3.823, 5.746], [5.157, 4.108, 4.406], [-0.271, -2.715, 6.052], [0.389, -1.468, 6.699], [-0.027, 5.973, 2.524], [-5.530, -3.367, 4.638], [7.558, 2.549, -1.215], [-1.790, 2.798, -3.780], [-4.172, 2.365, 3.600], [-1.485, -5.470, -5.473], [3.265, 6.200, -1.080], [-1.416, -0.448, -7.223], [3.776, 8.324, 0.235], [5.027, 1.874, 3.893], [-1.442, -5.862, -6.859], [-0.750, -1.233, -0.413], [-3.659, -6.356, -6.860], [-3.773, -8.331, 1.609], [5.227, 1.485, 5.220], [-6.348, -4.383, 5.325], [-2.218, -0.494, -9.522], [-6.289, 1.438, 4.351], [-2.463, -0.769, -8.173], [0.508, 7.288, 4.897], [-5.268, -6.713, 0.065], [-6.751, -4.003, 6.687], [-3.931, -7.131, 0.691], [4.204, 7.361, -0.901], [9.198, 1.530, -2.430], [0.255, -0.889, -1.367], [0.047, 0.216, -8.908], [4.454, -3.930, -4.124], [-3.990, 2.760, 4.942], [-3.219, 3.025, -1.743], [-5.359, 1.715, 3.360], [5.283, 2.493, 6.163], [7.393, 0.141, -1.522], [-6.046, 1.923, 5.607], [6.872, 1.335, -0.999], [-0.984, 0.061, -9.830], [8.580, 0.262, -2.225], [0.532, 5.315, 3.568], [-0.815, -0.452, 0.747], [-7.235, 0.989, 4.086], [-2.642, 3.941, -1.616], [1.569, 0.178, 6.355], [-7.505, -3.217, 6.715], [-0.506, -5.962, -7.389], [-4.928, -6.350, -0.905], [-6.210, -2.678, 4.137], [4.166, -3.270, -3.306], [4.047, -4.941, -4.086], [-0.702, 0.286, -10.848], [-0.583, -3.470, 6.775], [6.839, -0.769, -1.347], [1.583, 1.754, 0.391], [-2.867, -5.246, -3.830], [-2.166, 2.875, -4.800], [-3.253, -8.113, 2.542], [-4.515, -6.723, -7.406], [-3.138, -8.991, 1.018], [3.254, -3.670, -7.315], [-0.591, -5.328, -4.884], [7.165, 3.500, -0.885], [-6.788, 1.916, 6.392], [0.075, 0.148, 5.433], [-1.473, 3.757, -3.369], [-5.589, 1.450, 2.338], [0.480, -1.602, -2.146], [4.783, 1.138, 3.141], [-0.511, 8.925, 3.819], [5.535, -4.070, -4.121], [-2.941, 2.414, -0.884], [-3.025, -0.867, -10.136], [-6.083, -7.436, 0.085], [-1.617, -0.740, -6.203], [-1.505, -0.711, 1.536], [0.807, 4.280, 3.426], [4.440, 8.190, 1.088], [1.900, 0.549, -1.773], [-0.153, 5.637, 1.505], [-3.335, 2.486, 2.928], [-0.985, -2.436, 5.278], [2.750, 8.082, 0.515], [0.664, 7.814, 5.827], [5.627, 4.636, 6.370], [-5.722, -5.891, 0.618], [-5.839, -3.859, 7.266], [9.164, -0.545, -2.641], [10.202, 1.611, -2.820], [1.066, 0.401, -9.214], [-3.166, 3.358, 5.302], [1.027, 5.392, 5.619], [3.870, 9.359, -0.093], [5.307, 5.118, 4.055], [1.421, -0.911, 4.922], [5.244, 0.446, 5.516], [-4.851, -2.927, 5.369], [0.568, -3.263, 5.624], [-4.718, -8.848, 1.778], [-4.284, 3.196, -1.587], [-3.342, -1.350, -7.931], [-4.857, -3.859, 3.935], [3.618, 5.530, -0.295], [3.237, -5.011, -6.382], [-1.483, -2.013, -0.562], [3.435, 5.655, -2.008], [-4.817, -6.182, -5.182], [4.796, -4.532, -7.068], [5.891, 1.355, -0.546], [-7.284, -4.825, 7.164], [5.391, 2.219, 7.202], [2.302, 6.711, -1.048], [-0.934, 2.140, -3.933]], "lumo_ev": 0.062, "de_lowest_ev": 5.381, "total_energy_ha": -2896.63634}

---

[2]
{"formula": "C5H10INS", "method": "wB97M-V/def2-TZVPD", "species": ["I", "S", "N", "C", "C", "C", "C", "C", "H", "H", "H", "H", "H", "H", "H", "H", "H", "H"], "xyz": [[-3.358, -0.122, 0.112], [1.731, -2.065, 0.178], [1.611, -0.904, 1.234], [0.039, 0.948, 1.033], [-0.703, 1.284, -0.296], [1.487, 0.450, 0.821], [-0.858, -0.894, -1.575], [-1.481, 0.144, -0.750], [-0.172, 1.781, -1.166], [1.888, 0.973, -0.179], [-1.503, -1.616, -2.098], [0.005, -0.496, -2.122], [-0.528, 0.183, 1.507], [-0.147, -1.587, -1.026], [0.035, 1.804, 1.638], [-1.416, 2.190, 0.066], [1.379, -3.079, 1.007], [1.992, 1.006, 1.615]], "lumo_ev": [-0.244, 0.293], "de_lowest_ev": 3.059, "total_energy_ha": -946.97550}

---

[3]
{"formula": "C54H75F3N11O2", "method": "wB97M-V/def2-TZVPD", "species": ["F", "F", "F", "O", "O", "N", "N", "N", "N", "N", "N", "N", "N", "N", "N", "N", "C", "C", "C", "C", "C", "C", "C", "C", "C", "C", "C", "C", "C", "C", "C", "C", "C", "C", "C", "C", "C", "C", "C", "C", "C", "C", "C", "C", "C", "C", "C", "C", "C", "C", "C", "C", "C", "C", "C", "C", "C", "C", "C", "C", "C", "C", "C", "C", "C", "C", "C", "C", "C", "C", "H", "H", "H", "H", "H", "H", "H", "H", "H", "H", "H", "H", "H", "H", "H", "H", "H", "H", "H", "H", "H", "H", "H", "H", "H", "H", "H", "H", "H", "H", "H", "H", "H", "H", "H", "H", "H", "H", "H", "H", "H", "H", "H", "H", "H", "H", "H", "H", "H", "H", "H", "H", "H", "H", "H", "H", "H", "H", "H", "H", "H", "H", "H", "H", "H", "H", "H", "H", "H", "H", "H", "H", "H", "H", "H"], "xyz": [[0.152, 4.559, 1.702], [-0.143, 2.412, 1.714], [-1.280, 3.651, 0.347], [0.597, 4.046, -1.309], [-2.935, -0.190, -0.562], [2.302, 3.871, 0.373], [-5.575, -1.831, -2.788], [-11.440, -7.032, 3.064], [2.556, 1.809, 1.561], [-7.623, -3.438, 1.037], [0.370, -3.746, 0.452], [5.787, -5.592, -0.902], [-3.882, 10.528, -3.772], [2.843, 3.829, 2.643], [3.950, -4.103, 6.907], [7.634, 1.122, -2.120], [3.419, 3.896, -1.874], [1.042, 3.347, -0.202], [-5.715, -2.434, -4.009], [-0.709, 6.053, -1.805], [2.593, 3.132, 1.542], [-10.653, -9.089, 2.880], [-5.779, 9.490, -4.237], [3.620, 1.182, 2.458], [-5.044, -2.728, -1.894], [3.474, 3.936, -0.482], [3.913, -4.322, 5.559], [4.049, -0.195, 1.986], [7.420, 1.067, -3.472], [-10.011, -8.451, 3.976], [-0.081, 3.491, 0.905], [-11.529, -8.188, 2.338], [-4.843, -3.910, -2.553], [0.610, 5.494, -1.271], [3.092, 1.078, 3.908], [-1.604, 6.713, -0.752], [5.215, -0.705, 2.865], [-4.071, 10.653, -5.122], [-1.650, -0.777, -0.771], [2.495, -3.810, 1.050], [5.869, 4.121, -0.628], [-8.531, -4.089, 1.827], [-10.517, -7.182, 4.062], [2.310, 1.184, 0.233], [6.920, -7.312, -1.706], [5.816, 4.044, -2.009], [-9.592, -4.442, 1.038], [2.605, -2.563, 6.068], [-0.032, 1.133, -1.021], [4.579, 3.945, -2.618], [2.289, -4.751, 0.005], [0.967, -4.684, -0.343], [-4.919, 9.822, -3.225], [-0.622, 0.104, -0.065], [-5.268, -3.722, -3.896], [1.263, 1.894, -0.655], [-2.503, 7.795, -1.360], [4.715, 4.070, 0.128], [8.272, -0.019, -1.710], [6.367, -6.581, -2.793], [3.088, -3.379, 5.006], [5.673, -5.526, -2.265], [-5.239, 10.018, -5.442], [-9.313, -3.983, -0.279], [6.545, -6.678, -0.553], [7.927, -0.119, -3.929], [3.157, -3.038, 7.228], [-8.092, -3.368, -0.248], [8.467, -0.809, -2.810], [1.293, -3.201, 1.302], [2.044, 0.140, 0.354], [-8.346, -4.249, 2.875], [-1.646, -1.791, -0.368], [-6.695, 8.934, -4.127], [-4.864, -2.450, -0.868], [-3.103, 10.898, -3.261], [7.914, -0.456, -4.951], [-9.263, -8.875, 4.625], [-4.445, -4.812, -2.121], [5.380, -4.940, -0.258], [3.272, 1.196, -0.279], [-6.124, -1.898, -4.848], [-10.301, -6.378, 4.745], [-1.455, -0.840, -1.843], [1.013, -2.445, 2.017], [6.728, 4.067, -2.587], [-1.182, 0.566, 0.747], [-11.974, -6.201, 2.894], [-0.803, 1.873, -1.236], [4.523, 3.888, -3.696], [4.477, -4.647, 7.565], [0.784, 5.854, -0.260], [-12.202, -8.269, 1.502], [2.847, -3.295, 3.958], [4.485, 1.843, 2.424], [1.429, 5.811, -1.915], [3.049, -2.712, 8.248], [-10.467, -4.974, 1.367], [4.832, 4.136, 1.200], [8.946, -1.774, -2.815], [-3.363, 11.183, -5.735], [-9.938, -4.096, -1.150], [4.467, -5.128, 5.111], [-0.456, 6.824, -2.535], [0.122, -0.554, 0.386], [-5.254, -4.453, -4.686], [3.214, -0.895, 2.004], [6.468, -6.806, -3.841], [0.403, -5.229, -1.081], [6.121, -0.749, 2.262], [3.422, -3.612, 1.566], [5.423, -0.057, 3.711], [-0.603, -3.505, 0.424], [-10.491, -10.095, 2.531], [3.156, 4.783, 2.586], [2.624, 3.459, 3.552], [7.364, 1.880, -1.523], [8.532, -0.171, -0.676], [-5.831, -0.883, -2.582], [3.752, 1.614, 4.589], [-3.532, -0.509, -1.246], [-1.924, 8.700, -1.533], [3.021, -5.408, -0.435], [-5.664, 9.942, -6.429], [7.524, -8.202, -1.766], [-2.253, 5.971, -0.283], [4.408, -0.186, 0.958], [-1.244, 5.258, -2.321], [6.927, 1.870, -3.992], [-4.958, 9.619, -2.169], [-1.000, 7.127, 0.058], [-6.745, -3.071, 1.353], [-2.923, 7.422, -2.292], [-7.519, -2.892, -1.024], [6.823, 4.201, -0.125], [2.480, 3.802, -2.388], [1.783, 2.013, -1.600], [6.749, -6.906, 0.479], [5.006, -1.718, 3.196], [5.111, -4.740, -2.738], [3.033, 0.045, 4.235], [2.107, 1.535, 4.004], [0.143, 0.636, -1.976], [-3.323, 8.005, -0.677], [1.928, -1.728, 5.992]], "lumo_ev": -3.146, "charge": 1, "total_energy_ha": -3154.73764}

---

[4]
{"formula": "C5H4N2", "method": "wB97M-V/def2-TZVPD", "species": ["N", "N", "C", "C", "C", "C", "C", "H", "H", "H", "H"], "xyz": [[1.141, -1.512, -0.038], [1.372, -0.372, -0.743], [-1.152, 1.655, 1.281], [0.250, 0.281, -1.028], [-0.153, -1.531, 0.163], [-0.806, -0.359, -0.383], [-1.154, 0.761, 0.463], [0.176, 1.169, -1.633], [-0.575, -2.409, 0.639], [-1.410, 2.330, 2.063], [2.310, -0.012, -0.783]], "lumo_ev": 0.845, "smiles": "C#Cc1cn[nH]c1", "de_lowest_ev": 3.878, "total_energy_ha": -302.28580}